{
  "formula": "C21H31BrN4O2",
  "method": "wB97M-V/def2-TZVPD",
  "symbols": ["C", "C", "N", "C", "C", "C", "C", "C", "N", "C", "C", "C", "O", "N", "C", "C", "C", "C", "Br", "C", "C", "N", "C", "C", "C", "C", "C", "O", "H", "H", "H", "H", "H", "H", "H", "H", "H", "H", "H", "H", "H", "H", "H", "H", "H", "H", "H", "H", "H", "H", "H", "H", "H", "H", "H", "H", "H", "H", "H"],
  "coordinates": [[1.78895, 7.23747, -2.73882], [1.74228, 5.70457, -2.77497], [0.59810, 5.20453, -2.00703], [-0.68227, 5.44654, -2.66496], [-1.67851, 4.53752, -1.95338], [-0.81634, 3.42368, -1.35532], [0.61504, 3.75822, -1.79897], [1.71806, 3.22479, -0.85271], [1.71628, 1.76706, -0.66380], [0.95710, 1.09977, 0.39288], [1.01008, -0.37217, -0.00919], [1.14765, -1.24579, 1.25356], [2.15568, -1.14417, 1.94776], [0.13267, -2.09474, 1.50898], [-0.05541, -2.97237, 2.60640], [0.56842, -2.75088, 3.84724], [0.31530, -3.58974, 4.92941], [-0.56702, -4.65384, 4.79279], [-0.92021, -5.79438, 6.27353], [-1.19141, -4.88797, 3.57253], [-0.94014, -4.06800, 2.46401], [-1.54105, -4.32146, 1.20933], [-2.45415, -5.42606, 0.95079], [-1.69677, -6.75033, 0.77643], [-3.31540, -5.11592, -0.27671], [2.21400, -0.45612, -0.95154], [2.45043, 0.95688, -1.45704], [3.15756, 1.26189, -2.41200], [2.69158, 7.60703, -3.22438], [0.93580, 7.68182, -3.24975], [1.79216, 7.60373, -1.71165], [1.71451, 5.34175, -3.80493], [2.67211, 5.33126, -2.34452], [-0.94811, 6.50006, -2.56150], [-0.64495, 5.26308, -3.74159], [-2.20734, 5.08766, -1.17422], [-2.42404, 4.15344, -2.65032], [-0.91243, 3.38347, -0.27040], [-1.12841, 2.46642, -1.77389], [0.80051, 3.23556, -2.74214], [2.69311, 3.52624, -1.23766], [1.61647, 3.71038, 0.11806], [1.51272, 1.30539, 1.31249], [-0.06014, 1.48110, 0.48103], [0.07968, -0.63836, -0.51199], [-0.59621, -2.14830, 0.81872], [1.23940, -1.91888, 4.00096], [0.79745, -3.40995, 5.87916], [-1.86100, -5.72834, 3.50774], [-1.02927, -3.99074, 0.40742], [-3.13967, -5.52684, 1.79612], [-2.38612, -7.57951, 0.61546], [-1.01942, -6.71308, -0.07741], [-1.09758, -6.99650, 1.65300], [-4.03674, -5.91225, -0.46232], [-3.88192, -4.19447, -0.13679], [-2.71066, -5.00100, -1.17699], [3.12551, -0.85820, -0.50607], [1.98408, -1.04093, -1.84086]],
  "forces_ev_per_angstrom": [[0.04, -0.21, -0.11], [-0.14, 0.60, 0.55], [0.43, -0.49, 0.01], [-0.07, 0.86, 0.33], [-0.14, 0.24, -0.04], [0.02, -0.21, -0.23], [0.21, -0.86, 0.26], [-0.20, 0.39, 0.17], [-0.47, 1.50, -0.81], [0.78, 0.70, -0.08], [-0.06, -0.54, 0.82], [1.82, 0.58, 0.07], [-0.90, -0.10, -0.35], [-0.84, -0.72, -0.08], [0.40, 0.04, 0.96], [-0.50, -0.35, -0.26], [-0.12, -0.20, 0.01], [0.13, 0.51, -0.47], [0.03, 0.15, -0.24], [0.14, 0.10, 0.24], [0.02, -0.31, -0.68], [-0.07, 0.68, 0.85], [0.16, -0.39, -0.30], [-0.12, -0.09, 0.10], [0.00, 0.15, 0.14], [-0.14, -0.39, -0.70], [0.30, -0.42, -0.30], [-0.59, 0.08, 0.91], [0.03, -0.03, -0.07], [-0.03, -0.01, -0.04], [-0.03, -0.11, 0.02], [-0.10, -0.08, -0.29], [-0.11, -0.09, 0.11], [-0.05, 0.00, 0.02], [0.15, -0.35, -0.26], [0.02, -0.03, -0.04], [0.00, 0.03, 0.06], [0.05, 0.05, 0.02], [0.12, -0.16, 0.24], [-0.02, -0.04, -0.44], [0.01, -0.29, -0.05], [-0.11, -0.05, 0.19], [-0.34, -0.33, 0.28], [0.08, 0.01, -0.08], [0.05, 0.07, -0.28], [-0.13, 0.26, -0.03], [-0.01, -0.01, -0.28], [0.04, 0.04, -0.01], [-0.08, -0.08, -0.18], [0.06, -0.26, -0.02], [0.14, 0.16, 0.09], [-0.08, 0.00, -0.03], [-0.02, 0.12, -0.08], [0.01, 0.10, 0.05], [0.11, -0.08, 0.04], [0.06, 0.03, 0.07], [0.12, -0.04, -0.03], [-0.14, 0.10, 0.18], [0.09, -0.26, 0.07]],
  "mulliken_charge": [-1.41, -0.34, -0.03, -0.60, -0.79, -0.27, 0.36, -1.67, 0.45, -0.93, 0.88, -0.01, -0.68, -0.22, 0.29, -0.56, -0.60, -0.58, -0.21, -0.23, 0.74, -0.25, 0.20, -1.27, -1.60, -0.77, 0.37, -0.70, 0.45, 0.32, 0.33, 0.37, 0.30, 0.39, 0.35, 0.27, 0.30, 0.28, 0.28, 0.07, 0.45, 0.26, 0.35, 0.25, 0.29, 0.36, 0.45, 0.40, 0.33, 0.39, 0.31, 0.38, 0.31, 0.37, 0.41, 0.39, 0.37, 0.33, 0.30],
  "total_energy_ev": -102379.3380,
  "e_above_lowest_kj_mol": 45.8,
  "max_force_ha_per_bohr": 0.0371,
  "spin_multiplicity": 1,
  "lumo_ha": 0.009,
  "e_homo_ev": -8.15,
  "smiles": "CCN1CCC[C@@H]1CN1C[C@H](C(=O)Nc2ccc(Br)cc2NC(C)C)CC1=O"
}

=====

{
  "formula": "C6H16BF4O10Sn",
  "method": "wB97M-V/def2-TZVPD",
  "symbols": ["Sn", "B", "F", "F", "F", "F", "O", "H", "H", "O", "H", "H", "O", "H", "H", "O", "H", "H", "C", "C", "O", "C", "O", "O", "H", "H", "H", "H", "C", "C", "O", "C", "O", "O", "H", "H", "H", "H"],
  "coordinates": [[1.13340, 4.30835, 2.92672], [-0.76199, 1.46903, 0.96387], [-1.56509, 2.35215, 0.28616], [-0.06071, 2.08202, 2.04216], [-1.49800, 0.35921, 1.38788], [0.19796, 0.97063, 0.04856], [2.51839, 2.68125, 0.51454], [2.01979, 1.85507, 0.38336], [2.15948, 3.28609, -0.15497], [0.40655, 3.40684, -1.82036], [-0.10899, 2.90657, -1.17939], [-0.17047, 3.49275, -2.58565], [-2.02228, 1.64715, 3.91069], [-1.66887, 1.38694, 3.04803], [-1.81032, 0.90976, 4.49259], [-4.63623, 1.21666, 1.95145], [-4.15349, 2.03101, 2.11427], [-3.98377, 0.61904, 1.57207], [-1.64524, -1.95105, -0.76030], [-1.14257, -2.56959, 0.56031], [-2.28650, -3.22443, 1.10507], [-3.38409, -2.78348, 0.53284], [-4.49550, -2.99212, 0.92074], [-3.05684, -2.01764, -0.54423], [-1.20880, -2.51222, -1.58432], [-1.20363, -0.95576, -0.75858], [-0.69973, -1.92581, 1.31740], [-0.37416, -3.31624, 0.35279], [3.59764, -0.71844, -1.31045], [2.40900, -1.52310, -1.83130], [2.81425, -1.82726, -3.17294], [4.11420, -1.55383, -3.37789], [4.73060, -1.90789, -4.33532], [4.59070, -0.92926, -2.32112], [3.92840, -1.17563, -0.37875], [3.43525, 0.34863, -1.16709], [1.48192, -0.95550, -1.81925], [2.39972, -2.48990, -1.32963]],
  "forces_ev_per_angstrom": [[-0.59, -2.37, -1.53], [-1.01, -2.30, -2.76], [0.18, 0.79, 0.56], [1.19, 1.86, 1.37], [0.34, 0.91, 0.77], [0.72, 0.46, 0.41], [-0.55, 1.02, 1.07], [-0.25, 0.00, -0.02], [0.11, -0.27, -0.52], [0.29, 0.12, 0.46], [-0.31, -0.20, -0.17], [0.06, 0.06, -0.06], [0.58, 0.50, 0.01], [-0.51, -0.36, 0.49], [-0.22, -0.08, 0.02], [0.02, 0.01, -0.05], [-0.01, 0.01, 0.06], [-0.07, -0.06, -0.04], [0.90, -0.19, 2.26], [0.80, -1.18, -0.18], [1.30, -0.46, 0.81], [-1.25, 0.41, -0.14], [0.76, 0.19, -0.59], [-0.05, 0.65, -1.25], [-0.94, -0.15, -0.38], [-0.88, 0.38, -0.50], [-0.42, 0.47, -0.15], [-0.16, -0.23, 0.07], [0.21, -0.51, -0.04], [0.95, -0.13, -0.61], [-1.27, 0.03, -0.38], [-0.27, -1.25, -0.92], [-0.23, 0.56, 0.44], [1.10, 1.18, 1.49], [0.33, 0.28, 0.01], [-0.04, 0.03, -0.20], [-0.15, -0.34, -0.06], [-0.66, 0.15, 0.26]],
  "mulliken_charge": [1.79, 0.60, -0.34, -0.32, -0.47, -0.42, -0.59, 0.31, 0.38, -0.65, 0.32, 0.29, -0.61, 0.35, 0.33, -0.61, 0.28, 0.34, 0.33, -0.22, -0.39, 0.62, -0.52, -0.40, 0.34, -0.17, 0.11, 0.33, -0.13, -0.01, -0.38, 0.64, -0.52, -0.36, 0.26, 0.18, 0.13, 0.17],
  "total_energy_ev": -44328.8249,
  "max_force_ha_per_bohr": 0.0726,
  "total_charge": 1,
  "spin_multiplicity": 1,
  "lumo_ha": -0.361,
  "e_homo_ev": -12.52
}